Record 1
The following is a DFT calculation (ωB97M-V/def2-TZVPD) of 2 unconnected molecules or ions with the total composition C2H4O2S at a distorted geometry.

XYZ file:
```
9
Properties=species:S:1:pos:R:3:forces:R:3:mulliken_charge:R:1
C 1.867 0.642 0.219 -0.291 -0.814 0.361 0.81
C 2.910 0.260 -0.359 2.785 -0.227 -1.588 -1.00
O -2.961 -1.424 0.063 0.119 -2.678 1.267 -0.31
O 0.970 1.004 0.796 -3.382 1.414 1.817 -0.31
S -2.668 0.117 -0.348 1.229 3.835 -1.351 -0.18
H 3.521 1.106 -0.559 0.837 0.412 -0.451 0.21
H 3.243 -0.721 -0.553 0.023 -0.795 -0.138 0.29
H -3.004 0.576 0.896 -0.081 -0.350 0.185 0.17
H -3.879 -1.559 -0.154 -1.239 -0.798 -0.100 0.32
```
Positions in Å, forces in eV/Å.

Output
**Frontier orbital gap (alpha / beta)**: 6.31 / 6.96 eV
**Total charge**: 0
**Multiplicity**: 3
**E_HOMO (alpha / beta)**: -5.497 / -9.416 eV
**F_max**: 4.248 eV/Å

***

Record 2
The following is a DFT calculation (ωB97M-V/def2-TZVPD) of a single C2H4O2S2 molecule at a distorted geometry.

XYZ file:
```
10
Properties=species:S:1:pos:R:3:forces:R:3:mulliken_charge:R:1
C -0.624 0.564 1.033 1.035 0.498 0.257 -1.01
C -0.552 0.038 -0.359 0.393 -0.339 -0.656 -0.03
S 0.590 1.203 -1.425 -0.246 -1.020 0.186 -0.11
S 1.047 -0.733 -0.874 -0.592 -1.672 0.903 0.85
O 0.957 -1.757 -1.889 -0.404 1.040 -0.151 -0.54
O 2.049 -1.054 0.147 -1.384 1.629 -0.751 -0.53
H -1.036 -0.191 1.684 -0.737 -0.067 0.218 0.33
H -1.236 1.505 0.955 0.719 -0.834 0.725 0.32
H 0.416 0.687 1.439 -0.995 0.565 -0.411 0.31
H -1.611 -0.261 -0.711 2.212 0.200 -0.319 0.40
```
Positions in Å, forces in eV/Å.

Output
**Frontier orbital gap**: 9.81 eV
**Total charge**: 0
**SMILES string**: C[C@H]1SS1(=O)=O
**Multiplicity**: 1
**E_HOMO**: -10.302 eV
**F_max**: 2.266 eV/Å

***

Record 3
The following is a DFT calculation (ωB97M-V/def2-TZVPD) of a single C2H4O2S2 molecule at a distorted geometry.

XYZ file:
```
10
Properties=species:S:1:pos:R:3:forces:R:3:mulliken_charge:R:1
O 0.941 0.736 -1.486 -0.791 -1.344 1.683 -0.52
C 0.907 0.111 -0.443 1.074 0.195 0.345 0.62
O 1.881 0.373 0.544 -2.368 -1.980 -0.523 -0.44
C -0.022 -1.019 0.137 -0.479 1.695 -3.278 -0.57
S -1.738 -0.882 -0.564 1.153 0.159 0.119 0.00
S -2.510 0.618 0.533 -1.442 -1.086 1.515 -0.19
H 2.184 1.197 0.247 1.484 2.111 -0.550 0.32
H 0.034 -0.894 1.176 -0.171 -0.468 1.399 0.35
H 0.275 -1.957 -0.303 0.573 -0.488 0.387 0.29
H -1.953 1.717 0.158 0.966 1.205 -1.096 0.15
```
Positions in Å, forces in eV/Å.

Output
**Frontier orbital gap**: 9.79 eV
**Total charge**: 0
**SMILES string**: O=C(O)CSS
**Multiplicity**: 1
**E_HOMO**: -9.346 eV
**F_max**: 3.722 eV/Å

***

Record 4
The following is a DFT calculation (ωB97M-V/def2-TZVPD) of 2 unconnected molecules or ions with the total composition C2H4O3 at a distorted geometry.

XYZ file:
```
9
Properties=species:S:1:pos:R:3:forces:R:3:mulliken_charge:R:1
O -0.488 -1.503 -1.085 2.151 2.205 -1.514 -0.47
C 0.281 -0.904 -1.843 -0.013 -0.903 -0.196 0.16
O 1.043 0.276 -1.537 -2.225 -3.809 -1.396 -0.41
H 0.472 -1.359 -2.896 -0.021 1.300 1.529 0.30
H 0.733 0.310 -0.635 0.154 1.195 1.354 0.47
C -0.530 0.745 2.004 0.714 1.732 -2.641 -0.05
O 0.162 0.912 0.978 -2.573 -0.630 2.895 -0.46
H 0.002 0.530 2.923 -0.061 -0.441 0.513 0.25
H -1.675 0.992 2.091 1.874 -0.649 -0.546 0.21
```
Positions in Å, forces in eV/Å.

Output
**Frontier orbital gap**: 10.65 eV
**Total charge**: 0
**SMILES string**: O=CO.C=O
**Multiplicity**: 1
**E_HOMO**: -10.641 eV
**F_max**: 4.627 eV/Å

***

Record 5
The following is a DFT calculation (ωB97M-V/def2-TZVPD) of a single C2H4O3 molecule at a distorted geometry.

XYZ file:
```
9
Properties=species:S:1:pos:R:3:forces:R:3:mulliken_charge:R:1
O 1.469 -1.564 -0.595 -2.123 -0.154 0.505 -0.34
O 1.281 -0.120 -0.771 -0.560 -1.053 -0.237 -0.23
C 0.536 0.462 0.232 -4.446 -0.131 0.275 0.08
C -1.079 0.697 0.037 1.637 0.183 2.332 -0.31
O -0.473 -0.275 0.942 0.911 0.337 -1.245 -0.37
H 0.517 -1.958 -0.501 2.159 1.321 -0.234 0.35
H 1.086 1.117 0.859 0.451 0.616 0.418 0.42
H -1.802 1.434 0.591 1.984 -1.029 -1.102 0.21
H -1.534 0.206 -0.795 -0.013 -0.091 -0.711 0.20
```
Positions in Å, forces in eV/Å.

Output
**Frontier orbital gap**: 10.81 eV
**Total charge**: 0
**SMILES string**: OO[C@H]1CO1
**Multiplicity**: 1
**E_HOMO**: -10.119 eV
**F_max**: 4.456 eV/Å

***

Record 6
The following is a DFT calculation (ωB97M-V/def2-TZVPD) of a molecular structure, C2H4O3P at a distorted geometry.

XYZ file:
```
10
Properties=species:S:1:pos:R:3:forces:R:3:mulliken_charge:R:1
C 1.067 -0.470 -0.067 -2.276 -2.836 1.036 0.24
C -0.263 0.279 -0.092 2.406 0.903 2.621 -1.23
O 3.681 -0.879 0.683 0.256 -0.728 0.195 -0.73
O 3.092 1.478 -0.120 -0.363 0.645 0.285 -0.73
O 1.812 -0.469 -1.313 0.391 -0.134 1.384 -0.48
P 2.724 0.062 0.081 -0.041 -0.187 -1.423 0.84
H 0.587 -1.764 0.353 1.921 3.361 -1.142 0.13
H -0.200 1.356 -0.045 0.544 0.558 -1.038 0.30
H -0.704 0.150 0.891 -0.780 -0.978 -0.157 0.32
H -0.691 -0.116 -0.935 -2.058 -0.603 -1.761 0.33
```
Positions in Å, forces in eV/Å.

Output
**Frontier orbital gap**: 9.02 eV
**Total charge**: -1
**Multiplicity**: 1
**E_HOMO**: -4.841 eV
**F_max**: 4.036 eV/Å

***

What is the formula in the first record?
C2H4O2S

***

The highest multiplicity belongs to which entry?
C2H4O2S